Arrangement a

Below is an isolated molecule of C2H2N4O, with properties calculated with ωB97M-V/def2-TZVPD.

```
! RIJCOSX wB97M-V def2-TZVPD def2/J DEFGRID3
* xyz 0 1
O 2.36 -0.41 -0.12
C 1.56 0.49 0.06
N 0.21 0.19 0.02
N -0.70 1.13 -0.02
C -1.79 0.42 -0.05
N -1.56 -0.94 0.03
N -0.31 -1.06 0.07
H 1.75 1.60 0.42
H -2.78 0.92 -0.26
*
```

Values from the calculation:
Orbital gap = 10.744 eV
LUMO = -0.44 eV
Highest occupied orbital energy = -11.19 eV

=====

Arrangement b

Below is an isolated molecule of C2H2N4O, with properties calculated with ωB97M-V/def2-TZVPD.

```
! RIJCOSX wB97M-V def2-TZVPD def2/J DEFGRID3
* xyz 0 1
N 0.19 -2.30 -1.81
C 0.20 -1.21 -1.48
N 0.50 -0.07 -0.93
O -0.01 1.18 -1.52
N -0.40 1.71 -0.28
C -0.14 0.67 0.45
N -0.28 0.08 1.65
H -0.22 0.75 2.39
H 0.17 -0.80 1.53
*
```

Values from the calculation:
Orbital gap = 9.920 eV
LUMO = 0.07 eV
Highest occupied orbital energy = -9.85 eV

=====

Arrangement c

Below is an isolated molecule of C2H2N4O, with properties calculated with ωB97M-V/def2-TZVPD.

```
! RIJCOSX wB97M-V def2-TZVPD def2/J DEFGRID3
* xyz 0 1
H -2.70 -0.85 -0.01
N -2.27 0.09 -0.05
C -1.00 0.02 0.02
C -0.18 1.21 -0.01
N 1.11 1.21 0.05
O 1.69 -0.07 -0.06
N 0.98 -1.24 -0.01
N -0.25 -1.23 0.06
H -0.68 2.19 0.07
*
```

Values from the calculation:
Orbital gap = 9.807 eV
LUMO = -0.58 eV
Highest occupied orbital energy = -10.39 eV

=====

Least stable of them? arrangement b.

=====

Arrangement a

Below is a 2-piece molecular cluster, H5NO2 overall, with properties calculated with ωB97M-V/def2-TZVPD.

```
! RIJCOSX wB97M-V def2-TZVPD def2/J DEFGRID3
* xyz 0 1
N 1.68 -0.44 -0.04
O 0.70 0.59 -0.03
H 1.65 -0.79 0.95
H 1.24 -1.19 -0.54
H 1.10 1.52 -0.07
O -2.19 -0.14 0.11
H -2.46 -0.41 -0.74
H -1.32 0.37 0.06
*
```

Values from the calculation:
Orbital gap = 11.136 eV
LUMO = 0.87 eV
Highest occupied orbital energy = -10.27 eV

=====

Arrangement b

Below is a 2-piece molecular cluster, H5NO2 overall, with properties calculated with ωB97M-V/def2-TZVPD.

```
! RIJCOSX wB97M-V def2-TZVPD def2/J DEFGRID3
* xyz 0 1
O -0.58 -0.90 -1.15
O 0.45 -0.81 -0.24
H -0.99 -1.79 -0.96
H 0.05 -0.20 0.37
N 0.14 1.46 1.12
H 0.33 1.49 2.17
H 1.08 1.64 0.69
H -0.38 2.33 1.00
*
```

Values from the calculation:
Orbital gap = 10.848 eV
LUMO = 0.92 eV
Highest occupied orbital energy = -9.93 eV

=====

Arrangement c

Below is a 2-piece molecular cluster, H5NO2 overall, with properties calculated with ωB97M-V/def2-TZVPD.

```
! RIJCOSX wB97M-V def2-TZVPD def2/J DEFGRID3
* xyz 0 1
N -0.26 1.05 -1.08
O -0.75 -0.30 -0.82
H -0.16 1.07 -2.09
H -0.97 1.73 -0.96
H -0.19 -0.59 -0.02
O 0.82 -0.70 1.65
H 1.30 -1.56 1.92
H 1.33 0.01 2.07
*
```

Values from the calculation:
Orbital gap = 10.143 eV
LUMO = 0.66 eV
Highest occupied orbital energy = -9.49 eV

=====

Least stable of them? arrangement b.

=====

Arrangement a

Below is a 2-piece molecular cluster, C3H12NO2 overall, with properties calculated with ωB97M-V/def2-TZVPD.

```
! RIJCOSX wB97M-V def2-TZVPD def2/J DEFGRID3
* xyz 1 1
C -1.14 -2.55 0.80
O 0.19 -2.19 0.37
H -1.43 -3.48 0.32
H -1.19 -2.66 1.88
H -1.83 -1.76 0.51
H 0.82 -2.26 1.10
C 0.78 1.84 0.27
O 0.25 3.10 0.63
C -0.13 1.35 -0.84
N 0.34 -0.02 -1.26
H 0.74 1.13 1.10
H 1.81 1.92 -0.09
H 0.63 3.38 1.47
H -1.15 1.26 -0.49
H -0.10 2.00 -1.71
H 0.34 -0.71 -0.46
H 1.30 0.04 -1.62
H -0.25 -0.40 -2.00
*
```

Values from the calculation:
Orbital gap = 11.317 eV
LUMO = -3.33 eV
Highest occupied orbital energy = -14.65 eV

=====

Arrangement b

Below is a 2-piece molecular cluster, C3H12NO2 overall, with properties calculated with ωB97M-V/def2-TZVPD.

```
! RIJCOSX wB97M-V def2-TZVPD def2/J DEFGRID3
* xyz 1 1
O -0.55 1.91 1.07
C -0.63 0.74 1.85
C -0.81 -0.41 0.89
N 0.32 -0.40 -0.11
C 0.90 -1.69 -0.50
H -0.41 2.67 1.65
H -1.45 0.72 2.56
H 0.30 0.57 2.41
H -0.82 -1.35 1.43
H -1.73 -0.36 0.31
H 0.08 0.18 -0.92
H 1.05 0.21 0.29
H 0.15 -2.38 -0.86
H 1.60 -1.55 -1.33
H 1.49 -2.09 0.32
H -0.56 1.16 -3.26
H 0.91 0.99 -3.21
O 0.15 1.07 -2.62
*
```

Values from the calculation:
Orbital gap = 11.949 eV
LUMO = -2.92 eV
Highest occupied orbital energy = -14.86 eV

=====

Arrangement c

Below is a 3-piece molecular cluster, C3H12NO2 overall, with properties calculated with ωB97M-V/def2-TZVPD.

```
! RIJCOSX wB97M-V def2-TZVPD def2/J DEFGRID3
* xyz 1 1
C -2.75 -0.53 -1.10
C -1.54 -0.07 -0.37
C -1.41 0.79 0.65
N -0.34 0.10 -1.33
H -3.12 0.23 -1.78
H -2.58 -1.50 -1.56
H -3.54 -0.70 -0.35
H -0.46 0.94 1.14
H -2.29 1.28 1.03
H -0.03 1.05 -1.52
H -0.53 -0.46 -2.17
H 0.48 -0.45 -0.99
H 2.28 -0.19 0.86
H 2.39 -1.31 -0.19
O 1.78 -0.91 0.44
H 3.50 0.62 3.07
H 4.56 0.63 2.05
O 3.61 0.46 2.14
*
```

Values from the calculation:
Orbital gap = 10.448 eV
LUMO = -3.75 eV
Highest occupied orbital energy = -14.20 eV

=====

Least stable of them? arrangement c.

=====

Arrangement a

Below is a 2-piece molecular cluster, C11H18 overall, with properties calculated with ωB97M-V/def2-TZVPD.

```
! RIJCOSX wB97M-V def2-TZVPD def2/J DEFGRID3
* xyz 0 1
C 0.28 0.58 2.03
C -0.73 1.12 1.08
C -1.88 1.83 1.87
C -1.27 -0.03 0.11
C -0.06 2.15 0.16
H 0.84 1.47 2.54
H -0.12 -0.14 2.65
H 0.96 -0.02 1.48
H -2.62 2.20 1.10
H -2.40 1.18 2.62
H -1.38 2.71 2.33
H -1.85 0.40 -0.75
H -2.02 -0.77 0.67
H -0.41 -0.59 -0.29
H 0.69 1.58 -0.38
H -0.83 2.41 -0.58
H 0.35 3.03 0.67
C 0.77 -2.77 -0.74
C 1.79 -1.95 -0.30
C 2.02 -0.68 -0.94
C 1.31 -0.38 -2.14
C 0.35 -1.26 -2.56
C 0.00 -2.45 -1.90
H 0.46 -3.64 -0.12
H 2.42 -2.30 0.58
H 2.82 0.02 -0.62
H 1.47 0.52 -2.81
H -0.20 -1.02 -3.45
H -0.75 -3.20 -2.28
*
```

Values from the calculation:
Orbital gap = 10.240 eV
LUMO = 0.92 eV
Highest occupied orbital energy = -9.32 eV

=====

Arrangement b

Below is a 2-piece molecular cluster, C11H18 overall, with properties calculated with ωB97M-V/def2-TZVPD.

```
! RIJCOSX wB97M-V def2-TZVPD def2/J DEFGRID3
* xyz 0 1
C 2.65 -0.66 -1.48
C 1.75 0.36 -0.81
C 1.86 0.48 0.60
C 1.09 1.47 1.16
C 0.39 2.38 0.38
C 0.17 2.16 -0.99
C 1.01 1.24 -1.60
H 2.18 -1.64 -1.46
H 3.56 -0.70 -0.90
H 2.82 -0.41 -2.54
H 2.38 -0.30 1.11
H 1.12 1.70 2.22
H -0.11 3.24 0.81
H -0.60 2.69 -1.51
H 1.01 1.13 -2.69
C -2.27 -0.73 1.84
C -1.56 -1.47 0.70
C -2.06 -2.92 0.62
C -1.81 -0.76 -0.66
H -3.10 -0.13 1.46
H -1.63 -0.17 2.50
H -2.64 -1.44 2.63
H -0.49 -1.44 0.96
H -3.03 -2.88 0.16
H -1.41 -3.46 -0.08
H -2.11 -3.53 1.53
H -1.12 0.09 -0.71
H -1.66 -1.40 -1.53
H -2.80 -0.29 -0.66
*
```

Values from the calculation:
Orbital gap = 9.882 eV
LUMO = 0.99 eV
Highest occupied orbital energy = -8.90 eV

=====

Least stable of them? arrangement a.

=====

Arrangement a

Below is a 2-piece molecular cluster, C11H18 overall, with properties calculated with ωB97M-V/def2-TZVPD.

```
! RIJCOSX wB97M-V def2-TZVPD def2/J DEFGRID3
* xyz 0 1
C 0.61 0.33 2.45
C 1.08 -0.44 1.29
C 0.71 -1.71 0.92
C 1.30 -2.26 -0.14
C 1.99 -1.60 -1.13
C 2.46 -0.32 -0.80
C 2.01 0.20 0.42
H -0.40 0.75 2.37
H 1.27 1.31 2.54
H 0.70 -0.17 3.41
H 0.25 -2.37 1.63
H 1.07 -3.34 -0.27
H 2.24 -1.73 -2.29
H 3.25 0.14 -1.37
H 2.41 1.27 0.56
C -3.45 1.74 -0.81
C -2.02 1.34 -0.33
C -2.10 -0.21 -0.41
C -0.90 1.78 -1.19
H -4.11 0.88 -0.77
H -3.47 1.87 -1.87
H -3.93 2.66 -0.42
H -1.77 1.49 0.70
H -2.96 -0.60 -0.82
H -1.31 -0.62 -1.06
H -1.79 -0.53 0.61
H -0.81 2.92 -1.22
H 0.18 1.42 -1.04
H -1.00 1.48 -2.35
*
```

Values from the calculation:
Orbital gap = 9.890 eV
LUMO = 0.98 eV
Highest occupied orbital energy = -8.91 eV

=====

Arrangement b

Below is a 2-piece molecular cluster, C11H18 overall, with properties calculated with ωB97M-V/def2-TZVPD.

```
! RIJCOSX wB97M-V def2-TZVPD def2/J DEFGRID3
* xyz 0 1
C -0.93 0.07 -3.34
C 0.12 -0.29 -2.30
C 0.83 0.73 -1.68
C 1.85 0.46 -0.78
C 2.01 -0.86 -0.37
C 1.28 -1.88 -0.95
C 0.41 -1.62 -2.00
H -1.04 1.12 -3.54
H -1.84 -0.44 -3.04
H -0.65 -0.46 -4.25
H 0.59 1.78 -1.86
H 2.50 1.22 -0.36
H 2.48 -0.97 0.60
H 1.44 -2.89 -0.63
H 0.05 -2.43 -2.62
C -1.67 0.93 3.75
C -0.90 1.05 2.45
C 0.16 -0.07 2.45
C -1.83 0.89 1.21
H -2.42 0.14 3.69
H -2.21 1.86 3.99
H -1.08 0.67 4.63
H -0.55 2.08 2.38
H -0.30 -1.03 2.67
H 0.70 -0.10 1.51
H 0.80 0.17 3.30
H -1.50 0.03 0.62
H -2.89 0.80 1.44
H -1.63 1.70 0.51
*
```

Values from the calculation:
Orbital gap = 9.958 eV
LUMO = 1.01 eV
Highest occupied orbital energy = -8.95 eV

=====

Least stable of them? arrangement a.

=====

Arrangement a

Below is an isolated ion of composition C5H15N2S and charge +1, with properties calculated with ωB97M-V/def2-TZVPD.

```
! RIJCOSX wB97M-V def2-TZVPD def2/J DEFGRID3
* xyz 1 1
C 1.29 -0.79 -2.75
C 1.33 0.74 -2.55
N 1.11 1.56 -1.32
C 0.74 0.86 0.07
C -0.83 0.74 0.27
N -1.33 -0.59 -0.42
C -1.16 0.38 1.74
S -0.52 -1.26 2.48
H 0.97 -1.03 -3.79
H 2.26 -1.24 -2.82
H 0.85 -1.30 -1.84
H 2.28 1.19 -2.82
H 0.52 1.15 -3.23
H 1.87 2.10 -1.05
H 1.36 0.05 0.43
H 1.11 1.62 0.83
H -1.30 1.66 -0.20
H -2.17 -0.98 -0.01
H -0.51 -1.33 -0.28
H -1.42 -0.52 -1.47
H -2.21 0.56 2.08
H -0.73 1.12 2.44
H -1.34 -1.24 3.54
*
```

Values from the calculation:
Orbital gap = 9.434 eV
LUMO = -3.31 eV
Highest occupied orbital energy = -12.74 eV

=====

Arrangement b

Below is an isolated ion of composition C5H15N2S and charge +1, with properties calculated with ωB97M-V/def2-TZVPD.

```
! RIJCOSX wB97M-V def2-TZVPD def2/J DEFGRID3
* xyz 1 1
C -0.44 -0.09 3.07
N 0.14 -0.41 1.74
C -0.91 -0.92 0.80
C -0.30 -1.26 -0.58
N 1.01 -0.61 -0.76
C 1.16 0.60 -1.59
C -0.09 1.50 -1.61
S -0.30 2.42 -3.16
H -0.87 -1.00 3.46
H 0.35 0.29 3.71
H -1.22 0.67 3.01
H 0.77 -1.19 1.88
H 0.60 0.38 1.29
H -1.69 -0.16 0.71
H -1.33 -1.80 1.27
H -1.04 -0.98 -1.31
H -0.11 -2.32 -0.66
H 1.64 -1.34 -1.06
H 2.03 1.17 -1.26
H 1.32 0.28 -2.62
H -1.03 0.97 -1.49
H 0.02 2.24 -0.84
H 0.29 1.55 -4.00
*
```

Values from the calculation:
Orbital gap = 8.767 eV
LUMO = -3.22 eV
Highest occupied orbital energy = -11.99 eV

=====

Least stable of them? arrangement a.